Entry 1:
This record from the OMol25 dataset describes a molecular structure, C38H39AsBF6IN7PRu. The level of theory is ωB97M-V with the def2-TZVPD basis set.

```
95
Properties=species:S:1:pos:R:3:forces:R:3:lowdin_charge:R:1
Ru -0.16970 0.30058 0.48559 0.0 -0.5 -0.1 1.56
C -1.89981 -2.03959 3.39663 -0.1 0.0 0.0 -0.01
C -0.80575 -1.05646 3.62386 0.0 0.0 0.0 -0.30
C -0.31502 -0.68249 4.87575 0.1 0.0 0.1 0.05
C 0.77919 0.12163 4.64222 0.0 0.0 -0.2 -0.24
C 1.71225 0.77697 5.59895 0.0 0.0 0.1 0.01
N 0.92188 0.23457 3.30518 0.0 -0.2 0.0 0.02
N -0.06345 -0.47450 2.66884 -0.2 0.1 0.1 0.02
B 2.12073 0.73516 2.50705 0.1 0.2 -0.1 -0.54
N 1.71074 2.03511 1.77640 -0.2 -0.2 0.1 0.03
N 0.40527 2.09759 1.35158 0.2 0.6 0.0 -0.04
C 0.05701 3.43232 1.33702 0.0 -0.2 -0.1 -0.33
C -1.29628 4.00686 1.13477 0.0 0.0 0.0 -0.06
C 1.16239 4.17122 1.69318 0.1 -0.1 0.1 0.05
C 2.18336 3.26348 1.98157 0.0 0.1 -0.1 -0.23
C 3.55931 3.52858 2.47274 0.0 0.0 0.0 0.02
N 2.47376 -0.35030 1.46509 -0.1 -0.1 0.1 0.04
N 1.52215 -0.85504 0.60944 0.2 0.1 0.0 -0.09
C 1.96773 -2.06748 0.19626 -0.1 -0.1 0.1 -0.30
C 1.26907 -3.01636 -0.69925 0.0 0.0 0.0 0.00
C 3.20294 -2.31070 0.76943 0.0 0.0 -0.1 0.05
C 3.49230 -1.21481 1.56587 -0.1 0.0 0.0 -0.24
C 4.67876 -0.98497 2.43278 0.1 0.0 0.0 0.01
H -1.71857 -2.90488 4.03467 0.0 0.0 0.0 0.10
H -1.95464 -2.37515 2.36701 0.0 0.0 -0.1 0.05
H -2.86769 -1.61957 3.67060 0.0 0.0 0.0 0.10
H -0.69267 -0.99482 5.83500 0.0 0.0 0.0 0.13
H 1.31412 0.70302 6.60808 0.0 0.0 0.0 0.10
H 1.84337 1.83287 5.36141 0.0 0.0 0.0 0.09
H 2.69414 0.30184 5.58624 0.0 0.0 0.0 0.09
H 3.06571 0.93750 3.19374 0.0 0.0 0.0 0.12
H -1.79425 3.66974 0.23393 0.0 0.0 0.0 0.02
H -1.19952 5.09015 1.10420 0.0 0.0 0.0 0.10
H -1.93010 3.74290 1.97928 0.0 0.0 0.0 0.09
H 1.21121 5.24367 1.78012 0.0 0.0 0.0 0.14
H 3.81933 4.56946 2.29513 0.0 0.0 0.0 0.10
H 4.28452 2.88896 1.97111 0.0 0.0 0.0 0.09
H 3.62858 3.33971 3.54575 0.0 0.0 0.0 0.10
H 0.19352 -3.02469 -0.54051 0.0 0.1 0.0 0.04
H 1.63834 -4.02010 -0.49605 0.0 0.0 0.0 0.11
H 1.47041 -2.79728 -1.74429 0.0 0.0 0.0 0.08
H 3.81098 -3.18750 0.62292 0.0 0.0 0.0 0.14
H 5.46789 -1.68179 2.15912 0.0 0.0 0.0 0.10
H 4.42953 -1.15152 3.48165 0.0 0.0 0.0 0.10
H 5.05628 0.03119 2.33414 0.0 0.0 0.0 0.09
C 1.20273 -2.45421 -5.23013 0.1 0.0 0.0 -0.04
C 1.41437 -1.16187 -4.76671 0.0 0.0 0.0 -0.05
C 0.70836 -0.69664 -3.66611 0.0 -0.1 -0.1 -0.11
C -0.19846 -1.54534 -3.04221 0.1 0.0 -0.1 -0.40
C -0.42386 -2.84001 -3.49835 0.0 0.1 -0.1 -0.10
C 0.28549 -3.28637 -4.60355 -0.1 -0.1 0.0 -0.05
As -1.31547 -0.84793 -1.66099 0.0 0.3 0.2 1.39
C -2.64417 0.12857 -2.64447 -0.1 -0.2 0.1 -0.29
C -2.48060 1.16147 -3.54801 0.0 0.0 -0.1 -0.12
C -3.58576 1.59394 -4.26886 0.0 0.0 0.0 -0.05
C -4.81984 0.98323 -4.09093 0.0 0.0 0.0 -0.03
C -4.96077 -0.09105 -3.22656 0.1 0.0 0.1 0.01
C -3.86578 -0.53894 -2.49854 -0.1 0.1 -0.2 -0.21
C -3.86869 -1.73069 -1.62822 0.0 -0.1 0.1 -0.20
C -4.98834 -2.49574 -1.32519 0.1 0.1 0.0 0.02
C -4.86473 -3.60162 -0.49993 0.0 0.0 0.0 -0.03
C -3.63083 -3.96853 0.02331 0.0 0.0 0.0 -0.05
C -2.50277 -3.21790 -0.26917 0.0 0.0 0.0 -0.10
C -2.63100 -2.11206 -1.09712 0.0 -0.1 0.0 -0.33
H 1.75016 -2.81290 -6.09164 0.0 0.0 0.0 0.12
H 2.12232 -0.51374 -5.26611 0.0 0.0 0.0 0.12
H 0.86936 0.31105 -3.30200 -0.1 -0.1 0.0 0.07
H -1.14145 -3.48916 -3.01269 0.0 0.0 0.0 0.11
H 0.11699 -4.28795 -4.97662 0.0 0.0 0.0 0.12
H -1.51675 1.61664 -3.71947 0.0 0.0 0.0 0.01
H -3.47910 2.40169 -4.98012 0.0 0.0 0.0 0.12
H -5.67802 1.32912 -4.65120 0.0 0.0 0.0 0.12
H -5.91952 -0.58192 -3.13453 0.0 0.0 0.0 0.12
H -5.95926 -2.23556 -1.72294 0.0 0.0 0.0 0.12
H -5.74547 -4.18236 -0.26005 0.0 0.0 0.0 0.12
H -3.55127 -4.83747 0.66237 0.0 0.0 0.0 0.12
H -1.55325 -3.51510 0.15387 0.0 0.0 0.0 0.09
I 0.03043 3.27242 -2.06739 -0.1 0.3 -0.2 1.18
C 1.93459 2.47455 -1.91580 0.1 -0.2 0.2 -0.77
C 3.04408 3.17858 -2.36179 -0.1 0.0 0.0 -0.10
C 4.27349 2.54728 -2.29151 0.1 0.0 0.0 -0.03
C 4.34004 1.25259 -1.79523 0.0 0.0 0.0 -0.03
C 3.17399 0.64956 -1.36197 0.0 0.0 0.0 -0.13
N 1.97895 1.24998 -1.40506 0.1 0.1 0.1 -0.04
H 2.94423 4.17724 -2.76173 0.0 0.0 0.0 0.11
H 5.16616 3.05416 -2.63410 0.0 0.0 0.0 0.13
H 5.27716 0.71542 -1.75065 0.0 0.0 0.0 0.12
H 3.18935 -0.36144 -0.97545 0.1 0.1 -0.1 0.09
F -1.85660 1.35530 0.20981 0.3 0.1 -0.2 -0.46
P -3.41658 1.00669 1.31443 -0.5 -0.2 0.3 0.25
F -3.78393 2.51557 1.09738 0.0 0.0 0.0 -0.07
F -4.60118 0.59456 2.22745 0.0 0.1 0.0 -0.04
F -4.11497 0.64537 -0.05402 0.0 0.1 0.0 -0.07
F -2.72858 -0.45576 1.29650 0.0 -0.2 0.1 -0.18
F -2.43456 1.40223 2.49784 0.0 0.1 0.1 -0.11
```
Positions in Å, forces in eV/Å.

As for the HOMO energy (alpha / beta): -13.4 / -13.4 eV. As for the total charge: +2. The lowest unoccupied orbital energy (alpha / beta) comes out at -7.680 / -8.848 eV. As for the spin multiplicity: 5. The frontier orbital gap (alpha / beta) comes out at 5.728 / 4.558 eV.

=====

Entry 2:
This record from the OMol25 dataset describes 2 unconnected molecules or ions with the total composition C4H8NO3. The level of theory is ωB97M-V with the def2-TZVPD basis set.

```
16
Properties=species:S:1:pos:R:3:forces:R:3:lowdin_charge:R:1
C -1.22556 2.47245 -0.39842 0.3 0.8 0.2 -0.06
C -2.11352 1.67627 -1.37930 0.0 0.1 -0.3 -0.81
O -2.65775 2.29745 -2.31593 0.0 0.0 0.2 -0.10
O -2.17088 0.44593 -1.12179 0.1 -0.1 0.0 -0.13
H -1.78218 2.79345 0.48977 0.0 -0.6 0.1 0.06
H -0.81262 3.43087 -0.73958 -0.2 -0.2 -0.6 0.05
H -0.38473 1.84087 -0.13373 0.0 -0.1 0.5 0.02
C 1.04123 -2.70955 0.95949 0.0 0.5 -0.2 -0.01
C 1.58347 -1.28676 1.01753 0.7 0.3 -1.6 -0.59
O 2.47522 -0.91036 1.75978 -0.3 -0.3 0.5 0.00
N 1.17956 -0.50512 -0.02821 -0.2 -0.5 0.2 0.16
H 0.36766 -2.90250 1.78849 0.1 -0.2 0.1 0.08
H 1.89087 -3.38862 0.92259 0.0 0.0 0.5 0.08
H 1.67617 0.34912 -0.20517 -0.2 0.2 0.2 0.10
H 0.39902 -0.74543 -0.62487 0.0 0.2 0.2 0.09
H 0.53404 -2.85806 0.00933 -0.4 0.0 0.1 0.07
```
Positions in Å, forces in eV/Å.

As for the HOMO energy: -4.1 eV. As for the total charge: -1. The lowest unoccupied orbital energy comes out at 3.412 eV. The frontier orbital gap comes out at 7.503 eV.

=====

Entry 3:
This record from the OMol25 dataset describes a molecular structure, C36H90N6O16SSn. The level of theory is ωB97M-V with the def2-TZVPD basis set.

```
150
Properties=species:S:1:pos:R:3:forces:R:3:lowdin_charge:R:1
Sn 0.40560 3.59766 -1.38662 0.4 -3.3 0.9 1.64
S 0.24025 0.13166 -0.51247 2.1 -4.0 0.0 0.17
O -0.12619 0.72129 -1.79929 -1.3 3.2 -2.4 -0.45
O -0.71166 -0.83939 -0.02646 -1.2 0.5 0.4 -0.30
O 1.52095 -0.56531 -0.74320 0.0 1.1 0.1 -0.35
O 0.40781 1.24904 0.41672 0.1 3.4 1.3 -0.44
C 0.02130 -5.30594 -4.58124 1.2 -0.4 0.1 -0.14
O 0.06424 -4.01646 -4.05963 0.2 0.5 -0.8 -0.18
C -0.33293 -3.09582 -5.08475 -0.5 -0.3 1.6 -0.21
C -0.19077 -1.70798 -4.49907 -0.9 0.2 0.9 -0.18
N -1.07740 -1.42605 -3.32376 1.0 -0.8 -0.9 -0.02
C -2.48929 -1.35985 -3.60509 -0.5 0.6 0.5 -0.19
C -3.30968 -0.89196 -2.37190 0.6 -0.2 0.5 -0.21
O -4.67892 -0.86551 -2.66647 -1.9 -0.1 -0.6 -0.19
C -5.60957 -0.82707 -1.59053 0.3 -0.9 0.2 -0.10
H 0.44019 -5.34407 -5.58681 -0.4 0.2 -0.6 0.08
H -0.97725 -5.74223 -4.55567 -0.1 -0.2 0.0 0.08
H 0.77276 -5.90443 -4.06625 -0.5 -0.2 0.7 0.08
H -1.35695 -3.40565 -5.29327 -0.3 0.5 -0.7 0.11
H 0.29563 -3.19910 -5.96925 0.1 -0.1 -0.2 0.12
H -0.30778 -0.93270 -5.25628 -0.3 0.1 -0.6 0.10
H 0.86528 -1.65730 -4.23393 0.0 0.1 0.7 0.10
H -0.75983 -0.57715 -2.87807 0.0 -0.1 0.1 0.04
H -2.87869 -2.33784 -3.88794 0.0 -0.1 -0.1 0.10
H -2.70980 -0.65928 -4.41050 -0.3 0.2 -0.5 0.11
H -3.07606 0.11563 -2.02795 0.8 0.2 -0.1 0.10
H -3.08572 -1.57050 -1.54879 0.0 -0.2 0.2 0.11
H -5.39959 -1.62317 -0.87623 0.4 -0.1 0.3 0.06
H -6.62751 -1.07269 -1.89315 0.2 0.1 -0.8 0.08
H -5.71784 0.09311 -1.01638 0.6 0.5 -0.2 0.07
C 3.66939 -5.00467 -2.75811 -0.3 1.0 0.2 -0.11
O 2.91263 -3.80547 -2.83856 0.3 0.3 0.4 -0.19
C 3.70272 -2.62260 -2.63198 -0.8 -0.7 -0.3 -0.21
C 4.37204 -2.46972 -1.26438 -0.8 0.0 -0.5 -0.21
N 3.41372 -2.39478 -0.14151 2.6 -0.1 0.3 0.00
C 4.19969 -2.11861 1.09312 -1.5 -0.2 0.7 -0.19
C 3.26774 -1.54311 2.17725 0.8 -0.8 0.1 -0.18
O 3.97472 -1.55381 3.45963 -0.4 0.4 -2.0 -0.18
C 3.10491 -1.14679 4.47327 0.6 0.1 0.1 -0.13
H 2.99390 -5.82474 -3.00163 0.2 0.0 -0.2 0.08
H 4.06900 -5.17039 -1.75764 0.0 -0.1 0.2 0.07
H 4.52309 -4.89894 -3.42752 0.2 -0.5 -0.4 0.08
H 3.04932 -1.77530 -2.83997 -0.5 -0.1 0.5 0.10
H 4.38618 -2.55095 -3.47806 0.9 -0.2 0.1 0.11
H 4.97628 -1.57009 -1.38123 0.3 0.6 0.2 0.10
H 5.11689 -3.25055 -1.11076 -0.1 -0.3 0.2 0.11
H 2.80378 -1.60310 -0.28753 -0.5 0.0 -0.2 0.03
H 5.00074 -1.38330 1.01736 0.4 0.1 -0.5 0.10
H 4.62429 -3.03657 1.49951 0.1 -0.2 -0.2 0.11
H 2.35329 -2.13138 2.25354 0.0 -0.3 0.0 0.11
H 2.96143 -0.55497 1.83394 0.1 0.4 0.4 0.09
H 2.23062 -1.79675 4.43782 -0.3 0.0 0.6 0.09
H 2.77780 -0.11089 4.38374 -0.2 0.2 -0.3 0.06
H 3.71559 -1.19220 5.37499 -0.5 -0.3 0.4 0.09
C 1.08496 0.67763 6.83728 -0.7 0.4 -1.2 -0.09
O 0.71544 0.73186 5.46353 0.8 0.3 -0.3 -0.24
C -0.42729 0.07993 4.96131 0.2 -0.3 0.2 -0.23
C -0.44649 0.36249 3.47795 -1.3 0.4 -1.0 -0.20
N -1.63357 -0.19161 2.76886 -0.2 -0.3 1.8 -0.03
C -2.97974 0.37843 3.17534 1.6 -0.7 -1.9 -0.16
C -4.12877 -0.19195 2.26974 0.5 0.5 1.1 -0.20
O -5.37730 0.50108 2.53649 -0.2 -1.6 0.9 -0.21
C -6.12639 -0.04840 3.68277 0.0 1.2 -0.8 -0.08
H 1.16080 -0.34158 7.21617 -0.2 -0.1 0.1 0.09
H 0.35784 1.30347 7.35470 0.1 -0.2 0.7 0.08
H 2.06556 1.15253 6.86880 0.0 -0.1 0.2 0.08
H -1.35248 0.46670 5.38855 -0.1 0.2 0.4 0.11
H -0.40045 -0.98364 5.19839 0.1 -0.3 -0.1 0.12
H 0.47597 0.12208 2.94940 -0.1 -0.8 0.1 0.10
H -0.44680 1.44671 3.36590 -0.1 0.6 0.2 0.11
H -1.41398 -0.27344 1.78642 -0.4 0.1 -0.4 0.04
H -2.89206 1.46039 3.07652 -0.5 0.4 0.1 0.10
H -3.17464 0.13874 4.22064 0.0 -0.1 -0.1 0.10
H -4.15526 -1.27079 2.42302 -0.5 -0.1 0.5 0.10
H -3.90973 -0.14929 1.20283 0.0 0.7 -0.1 0.10
H -7.11253 0.41580 3.69461 0.0 0.2 -0.5 0.07
H -5.72134 0.27940 4.64015 0.6 -0.4 0.0 0.08
H -6.33942 -1.11687 3.64947 0.6 -0.1 -0.2 0.08
C -0.07820 9.49777 0.44762 0.1 -0.8 0.6 -0.10
O 0.05594 8.64769 -0.65282 0.2 -1.1 0.2 -0.19
C -1.07910 8.69652 -1.44144 0.2 -0.8 -2.7 -0.24
C -1.01649 7.51520 -2.50390 -1.2 1.3 0.9 -0.15
N -1.45103 6.21098 -1.97132 1.3 -1.3 0.6 -0.13
C -2.70643 6.13856 -1.20764 0.4 -0.8 -0.2 -0.18
C -3.23380 4.68196 -1.12247 0.3 0.8 -0.7 -0.24
O -2.49368 3.88197 -0.26192 0.8 -0.9 1.0 -0.27
C -3.11627 2.60710 0.03499 -0.1 -0.4 0.2 -0.06
H -0.95875 9.12554 0.97125 -0.2 0.6 0.5 0.09
H -0.17938 10.53900 0.14152 0.0 0.2 0.2 0.09
H 0.79156 9.30341 1.07518 0.0 0.5 0.0 0.10
H -0.99124 9.66417 -1.93544 -0.6 0.1 -0.7 0.12
H -2.07187 8.68134 -0.99167 0.2 -0.1 0.9 0.11
H -0.01709 7.55558 -2.93712 0.0 -0.6 0.2 0.12
H -1.73898 7.67057 -3.30513 0.1 1.0 -0.2 0.11
H -1.55407 5.57796 -2.75155 -0.1 0.1 -0.4 0.07
H -3.48946 6.69849 -1.71897 -0.2 0.4 0.2 0.12
H -2.49043 6.52457 -0.21143 -0.4 0.1 0.0 0.12
H -3.12606 4.19956 -2.09395 -0.5 0.2 -0.7 0.12
H -4.29160 4.70478 -0.86048 -0.1 0.0 0.2 0.13
H -2.33946 1.90000 0.32598 0.1 0.2 0.0 0.08
H -3.67620 2.16414 -0.78864 0.3 0.3 -0.6 0.09
H -3.86445 2.65090 0.82644 0.2 0.6 0.3 0.09
C -3.35081 -4.63411 -2.29562 1.3 -1.2 -0.1 -0.12
O -2.57071 -4.12992 -1.23870 -0.6 1.0 0.6 -0.16
C -3.36075 -4.08008 -0.05147 0.6 0.2 0.0 -0.23
C -2.59373 -3.54879 1.14539 0.8 -0.3 -0.8 -0.19
N -1.36164 -4.36679 1.38013 -2.6 0.9 -1.2 -0.03
C -0.60606 -3.82166 2.43466 1.1 -0.8 1.8 -0.25
C 0.57721 -4.78125 2.69713 0.0 2.4 -0.9 -0.21
O 1.42626 -4.40834 1.62647 0.8 -1.5 0.0 -0.20
C 2.45157 -5.35963 1.36840 -1.0 0.4 -1.1 -0.10
H -3.39153 -5.69197 -2.03603 -1.2 -0.4 -0.4 0.09
H -2.78072 -4.64744 -3.22456 0.4 0.5 0.1 0.07
H -4.29375 -4.13359 -2.51567 -0.3 0.0 0.5 0.09
H -3.72514 -5.06084 0.25421 -0.2 -0.6 -0.4 0.11
H -4.23147 -3.44850 -0.22771 -0.3 0.1 0.0 0.10
H -3.26460 -3.59268 2.00336 -0.3 0.0 0.3 0.11
H -2.38238 -2.49179 0.98358 0.6 -0.1 0.0 0.09
H -1.72764 -5.28652 1.58076 0.3 -0.4 0.2 0.11
H -1.08451 -3.74208 3.41080 -0.9 0.2 0.3 0.10
H -0.31789 -2.81071 2.14651 0.5 -0.1 0.1 0.11
H 0.21429 -5.80852 2.73078 0.1 -0.3 -0.5 0.11
H 1.09668 -4.59027 3.63616 0.0 0.1 0.4 0.11
H 1.99334 -6.33053 1.18002 0.0 -0.6 0.9 0.08
H 3.22767 -5.31883 2.13267 0.1 -0.3 -0.1 0.09
H 2.80241 -5.18220 0.35177 0.6 0.8 0.3 0.07
C 4.10673 3.82928 3.49307 -0.4 -0.5 -0.4 -0.08
O 4.18291 3.27199 2.17090 0.7 0.3 1.0 -0.22
C 3.21913 2.27650 1.85327 -0.3 1.5 -1.5 -0.17
C 3.52392 1.82775 0.37075 -0.6 -0.6 1.6 -0.18
N 3.73781 2.96868 -0.52479 -0.8 0.2 1.3 -0.07
C 4.48675 2.66981 -1.70379 -1.1 -0.7 -2.1 -0.19
C 3.69766 1.66281 -2.65147 -0.6 0.6 0.5 -0.12
O 2.41923 2.22718 -3.17825 0.8 0.5 0.7 -0.32
C 1.78063 1.42578 -4.17601 0.5 -0.6 0.1 -0.11
H 4.76531 4.69352 3.57936 0.1 -0.2 -0.3 0.08
H 4.36254 3.09910 4.26085 0.3 -0.2 -0.1 0.08
H 3.09181 4.14514 3.73449 -0.3 0.2 -0.2 0.08
H 2.25909 2.79235 1.83566 -0.5 0.2 -0.2 0.10
H 3.03793 1.53790 2.63413 0.8 -0.6 -0.3 0.11
H 2.63628 1.26866 0.07474 0.4 -0.3 -0.2 0.06
H 4.40596 1.18761 0.35271 0.1 -0.3 0.1 0.12
H 4.24617 3.63013 0.04455 0.1 0.5 0.0 0.10
H 5.48671 2.24882 -1.59913 0.1 -0.6 0.7 0.12
H 4.71319 3.62404 -2.17945 -0.4 0.0 -0.5 0.11
H 3.39404 0.74711 -2.14413 0.0 0.1 0.6 0.10
H 4.36701 1.27681 -3.42030 -0.1 0.6 -0.7 0.12
H 2.40920 1.40337 -5.06623 -0.1 0.2 -0.2 0.09
H 0.78099 1.80366 -4.39053 0.2 0.3 0.0 0.08
H 1.62700 0.39093 -3.87008 0.1 0.0 0.4 0.06
```
Positions in Å, forces in eV/Å.

As for the HOMO energy: -7.2 eV. As for the total charge: 0. The lowest unoccupied orbital energy comes out at -2.905 eV. The frontier orbital gap comes out at 4.289 eV.

=====

It is found that the ΔE to the lowest compared entry with this formula, charge and spin values, taken in the order of the records, are 3.043; 0.811; 3.256 eV.
It is found that the E_tot values, taken in the order of the records, are -148252.85814; -11912.48316; -97145.48377 eV.